1.
{"formula": "C33H38NSi", "method": "ωB97M-V/def2-TZVPD", "orbital_gap_ev": 4.36, "total_charge": 1, "energy_ha": -1624.288060, "lumo_ev": -5.6, "largest_force_ev_per_a": 1.01, "relative_energy_kcal_mol": 30.5, "species": ["C", "C", "C", "C", "C", "C", "C", "C", "C", "C", "C", "H", "H", "H", "H", "H", "H", "H", "H", "H", "H", "H", "H", "H", "H", "H", "C", "C", "C", "C", "Si", "C", "C", "C", "C", "C", "C", "C", "C", "C", "C", "C", "C", "C", "C", "C", "C", "N", "C", "C", "H", "H", "H", "H", "H", "H", "H", "H", "H", "H", "H", "H", "H", "H", "H", "H", "H", "H", "H", "H", "H", "H", "H"], "xyz": [[-3.127225, 3.460795, -0.073803], [-3.288551, 2.848712, -1.409257], [-4.221985, 1.902033, -1.806442], [-4.116495, 1.364340, -3.140171], [-3.007984, 1.779708, -4.050165], [-5.028288, 0.436039, -3.582827], [-6.064937, -0.021144, -2.780544], [-7.039376, -1.014925, -3.313801], [-6.168217, 0.473730, -1.485392], [-5.296370, 1.411395, -0.974344], [-5.528131, 1.867746, 0.427785], [-2.253773, 4.115814, -0.022396], [-3.991157, 4.071398, 0.191232], [-2.982306, 2.700151, 0.694663], [-2.590676, 3.184923, -2.157701], [-3.039631, 1.240496, -4.998254], [-3.066613, 2.844275, -4.280590], [-2.035060, 1.578212, -3.599408], [-4.940483, 0.038935, -4.578693], [-7.807655, -1.264370, -2.579604], [-7.544518, -0.626334, -4.200279], [-6.539321, -1.942649, -3.598737], [-6.963232, 0.106162, -0.862363], [-6.413245, 1.393311, 0.856984], [-4.689167, 1.606251, 1.073148], [-5.696851, 2.944020, 0.476855], [1.016288, -0.021947, -2.979549], [2.385459, -0.039539, -2.797720], [2.907392, -0.228202, -1.533500], [2.065128, -0.408792, -0.458593], [2.744571, -0.688566, 1.243184], [4.598736, -0.688529, 1.196511], [5.310681, 0.248150, 1.913089], [6.691250, 0.248747, 1.874186], [7.356053, -0.694904, 1.115206], [6.642467, -1.632111, 0.393918], [5.263118, -1.626035, 0.436468], [2.154062, 0.672379, 2.360875], [1.918169, 1.926794, 1.841633], [1.502013, 2.952463, 2.667707], [1.322792, 2.717848, 4.016816], [1.566148, 1.462951, 4.538591], [1.983536, 0.441404, 3.708838], [2.136039, -2.352298, 1.908918], [2.558203, -3.576486, 1.093495], [1.408145, -4.573620, 1.282792], [0.171122, -3.689235, 1.495293], [0.653206, -2.390441, 2.024119], [0.699993, -0.387246, -0.638830], [0.171432, -0.189027, -1.899288], [0.607143, 0.119717, -3.967168], [3.047171, 0.083607, -3.639416], [3.971582, -0.241574, -1.374903], [4.776500, 0.975090, 2.499887], [7.246435, 0.981445, 2.437481], [8.433863, -0.697375, 1.081363], [7.158616, -2.369942, -0.198665], [4.695674, -2.343045, -0.130744], [2.064572, 2.092537, 0.787872], [1.316424, 3.931618, 2.258083], [0.995959, 3.516112, 4.663603], [1.429226, 1.278187, 5.591406], [2.183230, -0.538649, 4.106228], [2.576480, -2.416366, 2.909889], [2.666374, -3.303949, 0.037719], [3.523020, -3.978025, 1.423301], [1.295502, -5.248422, 0.426496], [1.590164, -5.197940, 2.167180], [-0.340515, -3.493994, 0.544972], [-0.561955, -4.150012, 2.169176], [0.377084, -2.265313, 3.001964], [0.059786, -0.541159, 0.212785], [-0.897087, -0.175331, -2.038561]], "atomic_forces_ev_per_a": [[0.629, 0.379, 0.007], [-0.775, -0.538, 0.289], [0.316, 0.355, 0.203], [-0.035, -0.239, -0.505], [0.219, 0.000, -0.287], [0.546, 0.336, -0.159], [-0.177, -0.099, -0.028], [-0.314, -0.122, 0.275], [0.160, 0.281, 0.315], [-0.369, -0.313, 0.243], [-0.269, -0.074, 0.235], [-0.115, -0.123, -0.251], [-0.104, -0.109, 0.073], [-0.203, -0.018, 0.015], [0.167, -0.050, -0.174], [-0.114, 0.030, 0.152], [0.052, 0.031, -0.012], [0.035, 0.049, -0.009], [0.097, -0.042, -0.255], [0.111, 0.051, -0.043], [0.121, 0.028, -0.048], [0.090, 0.073, -0.062], [-0.195, -0.027, 0.198], [0.100, -0.020, -0.203], [0.019, 0.125, 0.005], [0.119, -0.011, 0.052], [-0.058, 0.080, -0.255], [0.156, 0.025, -0.287], [0.084, 0.050, -0.394], [0.476, -0.122, 0.753], [-0.148, -0.481, 0.238], [-1.004, 0.105, 0.068], [0.317, 0.206, 0.166], [0.163, 0.164, 0.152], [0.233, 0.069, 0.022], [0.082, -0.281, -0.190], [0.419, -0.222, -0.188], [0.219, -0.751, -0.565], [-0.121, 0.371, 0.017], [-0.055, 0.218, -0.169], [-0.089, 0.192, 0.133], [-0.037, -0.132, 0.337], [-0.104, 0.148, 0.315], [0.199, 0.443, 0.429], [-0.018, -0.063, -0.158], [-0.042, -0.176, 0.064], [-0.030, 0.183, -0.076], [-0.208, -0.177, 0.382], [-0.590, 0.045, -0.198], [-0.146, 0.018, 0.057], [-0.048, 0.019, -0.195], [0.078, 0.051, -0.168], [0.255, 0.038, -0.099], [-0.011, 0.238, 0.188], [0.112, 0.104, 0.072], [0.150, -0.004, 0.003], [0.123, -0.100, -0.097], [0.003, -0.258, -0.189], [-0.009, 0.157, -0.273], [-0.012, 0.224, -0.040], [-0.040, 0.120, 0.108], [-0.020, 0.008, 0.197], [0.016, -0.210, 0.239], [0.068, -0.262, 0.117], [-0.123, -0.145, -0.013], [-0.205, 0.106, -0.057], [0.006, 0.122, 0.171], [-0.032, 0.167, -0.117], [0.076, -0.152, 0.015], [0.154, 0.130, -0.099], [0.174, -0.127, -0.566], [-0.233, -0.042, 0.186], [-0.290, -0.047, -0.063]]}

=====

2.
{"formula": "C3H7N3", "method": "ωB97M-V/def2-TZVPD", "orbital_gap_ev": [9.21, 9.21], "total_charge": 0, "energy_ha": -282.636058, "lumo_ev": [0.4, 0.4], "largest_force_ev_per_a": 2.57, "relative_energy_kcal_mol": 86.7, "species": ["C", "N", "C", "C", "N", "N", "H", "H", "H", "H", "H", "H", "H"], "xyz": [[1.365224, -0.871302, 0.275741], [-1.796860, -0.339483, 0.082170], [-0.622286, 0.072127, -0.562099], [0.458805, 1.192777, 0.076394], [0.348381, -0.978835, -0.723363], [1.523413, 0.395878, -0.381828], [-2.678197, -0.029283, -0.297051], [-1.682913, -0.967704, 0.864149], [1.052978, -0.877923, 1.331251], [2.189708, -1.554003, 0.086240], [-0.863458, 0.546608, -1.511595], [0.314684, 1.245674, 1.162969], [0.390519, 2.165469, -0.402977]], "atomic_forces_ev_per_a": [[-0.067, 0.120, 0.397], [0.527, 0.056, -0.312], [0.311, 2.326, 1.039], [-2.435, -0.688, -0.141], [1.500, 0.444, -0.608], [0.370, -1.899, -0.527], [0.086, -0.480, 0.513], [-0.633, 0.239, -0.214], [0.085, 0.166, -0.073], [-0.118, -0.008, 0.006], [-0.013, -0.329, -0.081], [0.345, 0.106, -0.033], [0.040, -0.051, 0.035]]}

=====

3.
{"formula": "C16H23BF4NRu", "method": "ωB97M-V/def2-TZVPD", "orbital_gap_ev": [4.30, 4.28], "total_charge": 1, "energy_ha": -1197.342635, "lumo_ev": [-7.0, -7.0], "largest_force_ev_per_a": 0.67, "relative_energy_kcal_mol": 15.9, "species": ["Ru", "C", "C", "C", "C", "C", "C", "C", "C", "C", "C", "H", "H", "H", "H", "H", "H", "H", "H", "H", "H", "H", "H", "H", "H", "H", "F", "B", "F", "F", "F", "C", "C", "C", "C", "C", "C", "N", "H", "H", "H", "H", "H", "H", "H", "H"], "xyz": [[-0.368319, -0.145199, 0.084397], [-1.001161, 0.889035, 1.838452], [-0.741793, -0.454530, 2.235031], [-1.587075, -1.301266, 1.466260], [-2.470050, -0.487085, 0.678448], [-2.087841, 0.870075, 0.872918], [-2.762945, 2.101936, 0.358739], [-3.698823, -1.023943, 0.018208], [-1.623886, -2.789004, 1.539083], [0.244563, -0.952270, 3.239822], [-0.335738, 2.129378, 2.331305], [-2.061571, 2.759665, -0.156446], [-3.187807, 2.665369, 1.191466], [-3.578935, 1.863941, -0.321505], [-3.490427, -1.909137, -0.586202], [-4.204483, -0.286974, -0.599417], [-4.399108, -1.331632, 0.798442], [-2.430101, -3.106682, 2.205455], [-0.689679, -3.188766, 1.928215], [-1.810483, -3.231545, 0.560851], [1.027566, -1.550102, 2.771729], [-0.274999, -1.576949, 3.967661], [0.728140, -0.137757, 3.768463], [0.093685, 2.698171, 1.506308], [0.467281, 1.902042, 3.028106], [-1.063617, 2.768949, 2.834689], [2.536071, 1.861265, 0.782840], [2.950109, 0.647166, 1.212632], [2.741467, 0.348733, 2.501445], [3.986573, 0.081120, 0.581363], [1.589173, -0.358350, 0.381967], [2.404930, 0.205072, -2.117779], [1.092608, -0.033017, -2.701186], [0.869597, -0.218573, -4.133824], [-0.456183, -0.159363, -4.329638], [-1.056400, -0.020384, -3.009550], [-2.491946, -0.001821, -2.743230], [-0.107908, 0.034706, -2.049939], [3.167477, 0.240404, -2.890635], [2.657521, -0.571478, -1.385618], [2.403838, 1.126585, -1.530674], [1.659651, -0.279375, -4.866585], [-1.008076, -0.200470, -5.256761], [-3.054193, 0.276718, -3.632943], [-2.703483, 0.677516, -1.917537], [-2.822753, -0.996136, -2.431877]], "atomic_forces_ev_per_a": [[-0.462, -0.125, 0.468], [0.011, -0.064, -0.115], [0.042, 0.029, -0.122], [0.069, 0.062, -0.199], [-0.049, -0.018, -0.041], [0.068, 0.050, -0.044], [0.056, -0.020, 0.028], [0.055, 0.014, 0.029], [-0.026, -0.014, 0.016], [-0.001, -0.018, -0.037], [-0.030, 0.009, 0.039], [-0.004, 0.000, 0.020], [-0.016, 0.003, -0.006], [-0.016, -0.006, -0.021], [-0.007, 0.019, 0.012], [-0.016, 0.007, 0.006], [-0.005, -0.013, -0.016], [0.007, -0.012, 0.009], [0.000, -0.001, -0.012], [-0.003, 0.001, 0.008], [-0.035, 0.021, 0.021], [-0.001, -0.005, 0.012], [0.007, 0.008, -0.004], [-0.010, 0.013, -0.009], [0.015, -0.001, -0.020], [0.003, -0.007, 0.030], [0.106, -0.144, 0.048], [-0.260, -0.070, -0.167], [0.065, 0.084, -0.235], [-0.100, 0.107, 0.091], [0.485, -0.055, 0.139], [-0.187, 0.027, -0.338], [0.006, 0.035, 0.443], [-0.094, -0.103, -0.294], [0.196, -0.057, -0.216], [-0.044, -0.126, 0.466], [0.132, 0.106, -0.221], [0.039, 0.350, -0.269], [0.002, -0.007, -0.007], [-0.018, -0.064, 0.136], [-0.041, 0.047, 0.117], [-0.024, -0.009, 0.034], [0.026, 0.015, 0.057], [0.030, -0.006, 0.008], [0.041, -0.018, 0.139], [-0.011, -0.044, 0.018]]}

=====

4.
{"formula": "C27H20N8O4SeTi", "method": "ωB97M-V/def2-TZVPD", "orbital_gap_ev": [5.65, 7.29], "s2": 2.04, "multiplicity": 3, "total_charge": 0, "energy_ha": -5030.768637, "lumo_ev": [-0.5, -0.5], "largest_force_ev_per_a": 0.96, "relative_energy_kcal_mol": 0.0, "species": ["Ti", "O", "N", "N", "O", "C", "C", "C", "C", "C", "C", "H", "H", "H", "H", "H", "C", "O", "C", "C", "C", "C", "C", "C", "N", "N", "C", "C", "C", "C", "O", "C", "N", "C", "C", "C", "C", "H", "H", "H", "H", "H", "H", "H", "H", "H", "H", "H", "H", "Se", "N", "C", "C", "C", "C", "N", "C", "N", "H", "H", "H"], "xyz": [[1.344920, 1.337929, -0.489333], [3.013830, 0.357498, 0.192560], [3.209417, 0.470946, 1.464743], [2.161656, 0.795819, 2.088872], [1.014375, 0.948625, 1.472520], [2.230076, 1.038439, 3.503889], [3.352978, 0.654285, 4.224947], [3.384271, 0.927076, 5.581746], [2.316715, 1.566154, 6.198753], [1.206298, 1.936190, 5.458324], [1.151335, 1.673861, 4.096766], [4.176902, 0.161910, 3.732258], [4.251365, 0.636054, 6.158902], [2.353750, 1.774814, 7.259605], [0.374476, 2.436054, 5.935905], [0.298217, 1.954520, 3.498445], [-3.048097, -3.118767, 3.123865], [-3.131239, -4.103739, 2.109888], [-3.371336, -3.682081, 0.841675], [-3.684523, -2.369820, 0.502287], [-3.886122, -2.026285, -0.827299], [-3.787047, -2.991562, -1.817507], [-3.548538, -4.319777, -1.464297], [-3.315555, -4.662256, -0.149783], [-4.020667, -2.756574, -3.212262], [-3.564397, -1.776039, -3.818472], [-2.703878, -0.824068, -3.167700], [-3.084512, 0.491872, -3.144089], [-2.324649, 1.470079, -2.481095], [-1.139464, 1.136926, -1.856815], [-0.386549, 1.988978, -1.188190], [-0.686994, -0.213004, -1.977602], [0.536186, -0.476169, -1.439825], [1.048273, -1.681480, -1.549824], [0.380008, -2.718643, -2.218263], [-0.855157, -2.479151, -2.759352], [-1.441074, -1.201835, -2.638396], [-2.731700, -3.638388, 4.023815], [-4.019001, -2.648840, 3.301661], [-2.313273, -2.350468, 2.869792], [-3.773070, -1.605110, 1.259559], [-4.118543, -1.000103, -1.073684], [-3.537389, -5.071953, -2.242681], [-3.104237, -5.683160, 0.137924], [-4.020096, 0.770417, -3.612390], [-2.665464, 2.495540, -2.444311], [2.023925, -1.834339, -1.103916], [0.854134, -3.685718, -2.300810], [-1.378060, -3.257775, -3.296131], [2.750361, 4.797035, 0.846345], [3.593332, 5.447396, -0.609848], [3.459824, 4.546852, -1.587444], [3.926305, 4.624389, -2.907689], [3.647444, 3.569508, -3.775040], [2.930965, 2.462262, -3.347612], [2.477740, 2.344998, -2.086966], [2.734167, 3.358131, -1.242268], [2.262450, 3.262112, -0.000500], [4.480940, 5.493241, -3.234256], [3.984466, 3.604425, -4.801239], [2.709531, 1.642769, -4.018155]], "atomic_forces_ev_per_a": [[-0.420, 0.702, -0.511], [-0.108, 0.088, 0.271], [0.165, -0.144, -0.282], [0.045, -0.126, 0.225], [0.158, 0.080, -0.008], [-0.138, -0.031, 0.001], [-0.094, 0.053, 0.031], [0.029, -0.018, -0.038], [0.013, 0.004, 0.057], [-0.037, 0.007, -0.036], [0.103, -0.048, 0.049], [0.006, -0.008, -0.014], [0.000, 0.002, 0.013], [-0.001, 0.001, 0.001], [0.001, 0.001, 0.008], [0.002, -0.003, -0.020], [-0.034, 0.014, 0.015], [0.055, -0.006, -0.064], [-0.016, -0.041, 0.044], [-0.004, 0.015, 0.030], [0.037, -0.029, 0.088], [0.004, -0.019, -0.005], [0.003, 0.096, 0.010], [-0.012, 0.033, 0.024], [0.075, 0.032, -0.198], [-0.114, 0.002, 0.040], [-0.017, -0.048, -0.053], [0.042, -0.156, 0.013], [0.140, 0.024, 0.134], [-0.260, 0.040, -0.144], [0.524, -0.343, 0.292], [-0.090, -0.143, -0.152], [0.071, 0.147, 0.079], [-0.002, 0.020, 0.029], [-0.073, 0.037, -0.017], [0.082, -0.048, 0.061], [-0.009, 0.191, 0.027], [-0.010, 0.001, -0.003], [0.010, 0.006, -0.006], [0.003, -0.010, 0.008], [0.003, 0.006, 0.007], [-0.015, -0.023, -0.011], [0.002, 0.001, -0.010], [0.003, -0.002, 0.006], [-0.018, -0.025, -0.013], [0.010, 0.016, 0.009], [0.001, 0.009, 0.002], [-0.018, -0.017, -0.013], [-0.029, -0.053, -0.007], [0.021, 0.018, -0.084], [-0.037, -0.018, 0.077], [0.029, 0.088, -0.019], [0.015, 0.021, -0.011], [-0.060, -0.079, 0.042], [0.102, -0.003, -0.056], [-0.035, -0.197, 0.165], [0.010, 0.040, -0.097], [-0.124, -0.157, 0.024], [0.002, -0.001, -0.002], [0.006, 0.004, -0.005], [0.003, 0.001, 0.000]]}